No. 1
DFT (ωB97M-V/def2-TZVPD) results for a molecular structure, C47H30F15GeIN5PPdS at a distorted geometry.

Geometry (Å):
C 1.95670 -1.25382 -5.38987
H 2.02590 -0.98882 -6.44537
C -3.33030 2.43118 -3.22057
C -1.23850 -3.28172 -0.59357
C -0.72170 -5.09522 2.64873
C 1.11410 5.04528 -1.48107
H -2.99870 -4.47542 -0.28867
H 1.80140 -4.20832 -1.15147
H 5.31630 -3.42082 0.09103
C -4.53170 1.77618 -1.23597
H 0.39190 -0.93712 7.27953
C -1.31040 4.40268 2.49633
H 2.75560 0.32888 -2.56377
H 2.31400 0.61068 7.39343
C 0.24160 7.15658 -2.23157
F 0.41290 8.30988 -2.84937
C 1.02170 -0.59472 3.98523
H -0.30780 -6.08622 2.54653
C -1.21290 -5.64122 -0.61157
C 0.86520 -0.59112 6.37413
H 0.55230 1.29638 -2.52227
F -2.03640 7.65368 -1.82457
F -2.02990 0.90518 4.52903
Ge -0.57160 3.01088 -0.04977
H 0.74370 -6.45682 -1.01537
H 2.51490 0.68768 3.12023
H 1.03900 -2.74512 -3.44407
C 0.10150 -3.99882 2.46543
H -3.61640 -3.51232 3.37953
C -1.10440 3.19208 1.86193
N 0.06010 -3.18952 -0.81917
H 1.74710 1.29718 -5.91077
C -1.35360 2.03638 2.57673
H 3.53570 -2.51072 -1.31647
C 2.53480 0.75738 5.26933
H 5.11830 -3.41012 2.54713
C 0.16890 0.45448 -3.12057
H -0.59580 -2.03842 -3.40207
F -1.06230 3.07588 -2.99927
C 2.21010 -1.92252 1.75363
C -2.06060 -4.92532 2.96613
S 1.07190 1.54378 -0.16587
C -1.77030 -2.54042 2.92663
C 2.31360 -1.92912 0.36413
C -1.15200 5.61428 -1.05387
F -5.59090 1.78188 -3.34007
C 3.42260 -2.48702 -0.24177
C -2.20830 2.64488 -2.43397
C -2.19850 2.42838 -1.06767
H -1.71550 -6.59062 -0.53077
F -3.27850 2.61658 -4.53457
F -2.45400 3.31758 5.75293
Pd 0.53800 -0.78722 -0.22867
N 0.56350 -1.49512 -5.03987
H 3.35460 1.46008 5.31903
F -5.63020 1.35068 -0.63067
C 1.67310 1.04038 -4.85237
C -3.37820 1.99648 -0.49057
I -2.16390 -1.35792 -0.45467
C -2.02630 3.28308 4.50413
C 4.33560 -2.97872 1.94113
H -1.27780 -0.49732 -5.08377
H 3.13350 -2.41142 3.63453
C 0.14750 -5.56992 -0.87237
H -2.69750 -5.78712 3.09673
C 2.06970 0.32928 4.04183
C -0.22920 -0.31042 -5.32787
C 4.43940 -2.99852 0.55783
C -1.93850 -4.46352 -0.47467
N 0.27770 0.78598 -4.51277
F -1.15560 0.85778 1.93113
F -1.04080 5.52058 1.82463
C 0.45440 -1.84272 -3.64287
C -1.78500 4.46798 3.80553
H 1.14790 -4.13282 2.22823
C 0.39230 -1.02622 5.15013
H -0.88440 0.27048 -2.87287
H -0.14680 -0.05282 -6.38387
C 1.30510 6.25778 -2.13327
H 2.05390 1.87258 -4.25397
P 0.62390 -1.25362 2.35033
F -2.33800 5.23538 -0.55007
N 2.45090 -0.15722 -4.57217
C 2.35890 -0.49222 -3.17087
H -0.44190 -1.70692 5.10243
C -2.57920 -3.64722 3.11743
H 2.94330 -1.39632 -2.98647
F 2.48070 6.54738 -2.67557
C -0.42220 -2.71582 2.60953
H -2.18090 -1.54442 3.02823
C -1.00770 6.83108 -1.69837
F -3.41280 1.78638 0.82853
C 3.22960 -2.42562 2.55883
H 2.54720 -2.15492 -5.20807
F 2.10520 4.14538 -1.41737
N 0.95440 -0.74652 -2.77577
C 0.74120 -4.32212 -0.96557
C -1.80700 2.05138 3.88393
C 1.94140 0.28428 6.43543
C -4.51000 1.99688 -2.61187
F -2.00490 5.63648 4.38353
C -0.10480 4.72248 -0.91757

Atoms 1-6, force components in eV/Å:
C -0.18 0.09 0.30
H 0.03 -0.02 0.05
C 0.10 -0.03 -0.01
C -0.53 0.62 0.04
C 0.05 -0.07 0.05
C -0.32 0.10 0.05

net charge = +2
HOMO-LUMO gap (spin up / spin down) = 4.72 / 4.73 eV
2S+1 = 1
maximum force = 0.049 hartree/bohr

***

No. 2
DFT (ωB97M-V/def2-TZVPD) results for 2 unconnected molecules or ions with the total composition C4H12OS2.

Geometry (Å):
H 0.43530 -2.08855 -1.71942
C -0.29548 -1.42410 -1.27588
H -0.33901 -1.62596 -0.22870
C 1.41488 0.41229 -1.04017
H 0.21251 -0.01656 -2.74331
O -0.08540 -2.74644 2.54493
H 2.09673 -0.41918 -1.26385
H 0.02489 -2.94242 3.48246
H -0.93739 3.09600 1.92625
H 1.81523 1.32712 -1.47329
S -0.54636 0.76228 1.34963
S 1.41706 0.76931 0.76352
C -1.07584 2.47786 1.04687
H -0.48113 2.89266 0.23312
C 0.08657 0.00660 -1.65174
H -1.28379 -1.66625 -1.66770
H 0.35514 -1.89410 2.44018
H -0.71607 0.66815 -1.40510
H -2.09784 2.41127 0.68221

Atoms 1-6, force components in eV/Å:
H 0.08 -0.38 -0.08
C -0.21 0.20 -0.64
H 0.10 0.05 0.81
C -0.09 0.07 -0.26
H -0.04 0.40 0.17
O 0.13 0.12 0.17

net charge = 0
relative energy (zero: lowest compared OMol25 entry of this formula, charge and spin) = 0.219 eV
SMILES string = CCCSSC.O
HOMO-LUMO gap = 9.77 eV
2S+1 = 1
maximum force = 0.019 hartree/bohr